Record 1
This record from the Open Molecules 2025 dataset describes C42H35AsKN3O7S2 as an isolated structure at a distorted geometry. The level of theory is wB97M-V/def2-TZVPD.

Structure (ORCA input):
```
! RIJCOSX wB97M-V def2-TZVPD def2/J DEFGRID3
* xyz -2 1
K -0.259 -0.419 -0.135
O -0.138 2.505 -3.466
C -0.480 1.606 -2.674
O 0.146 0.573 -2.332
C -1.844 1.792 -1.997
C -2.925 2.354 -2.669
C -4.125 2.497 -1.990
C -4.194 2.120 -0.658
C -3.053 1.605 -0.056
N -1.917 1.422 -0.721
C -3.058 1.212 1.413
O -4.126 1.361 2.034
O -1.964 0.762 1.856
H -2.804 2.664 -3.698
H -4.995 2.910 -2.490
H -5.094 2.218 -0.067
S 1.075 -3.471 -1.505
C 2.085 -3.123 -2.867
C 2.161 -4.027 -3.943
C 3.015 -3.809 -5.008
C 3.820 -2.678 -5.032
C 3.735 -1.759 -3.993
C 2.876 -1.949 -2.914
As 2.635 -0.675 -1.424
C 4.077 -1.369 -0.280
C 4.625 -2.640 -0.402
C 5.553 -3.109 0.522
C 5.955 -2.305 1.578
C 5.430 -1.023 1.701
C 4.500 -0.566 0.781
C 3.753 0.721 -2.279
C 3.100 1.580 -3.165
C 3.818 2.447 -3.977
C 5.204 2.486 -3.907
C 5.864 1.672 -2.997
C 5.144 0.798 -2.192
H 1.533 -4.908 -3.912
H 3.056 -4.524 -5.825
H 4.505 -2.502 -5.855
H 4.362 -0.880 -4.046
H 4.302 -3.279 -1.217
H 5.961 -4.108 0.413
H 6.669 -2.672 2.307
H 5.743 -0.387 2.523
H 4.071 0.426 0.884
H 2.016 1.554 -3.221
H 3.291 3.085 -4.677
H 5.769 3.144 -4.559
H 6.946 1.701 -2.929
H 5.679 0.154 -1.505
O 0.414 7.317 -0.068
C 1.078 6.801 0.994
O 1.581 7.564 1.779
C 1.132 5.328 1.114
C 1.852 4.791 2.182
C 1.943 3.428 2.365
C 1.314 2.546 1.472
C 0.613 3.081 0.390
C 0.513 4.442 0.223
N 1.451 1.176 1.567
C 1.332 0.548 2.659
C 1.639 -0.875 2.796
C 1.796 -1.411 4.076
C 2.152 -2.739 4.207
C 2.288 -3.504 3.059
C 2.080 -2.892 1.825
N 1.794 -1.608 1.692
H 0.092 6.606 -0.633
H 2.347 5.479 2.855
H 2.532 3.021 3.178
H 0.134 2.402 -0.302
H -0.055 4.790 -0.634
H 0.992 1.050 3.573
H 1.650 -0.784 4.948
H 2.304 -3.176 5.187
H 2.545 -4.554 3.110
H 2.157 -3.455 0.898
O -1.209 -1.868 1.371
S -1.553 -1.437 2.749
C -1.292 -3.002 3.752
C -2.586 -3.792 3.713
C -3.680 -2.746 3.895
C -3.377 -1.653 2.884
H -1.035 -2.683 4.767
H -0.447 -3.522 3.306
H -2.626 -4.580 4.472
H -2.685 -4.257 2.728
H -3.633 -2.343 4.912
H -4.682 -3.157 3.744
H -3.824 -0.687 3.111
H -3.654 -1.950 1.871
*
```

Results
LUMO: 3.711 eV
calculated total energy: -161763.1608 eV
ΔE to the lowest compared entry with this formula, charge and spin: 61.3 kJ/mol
largest force on an atom: 0.035 Eh/bohr
HOMO energy: -1.49 eV

=====

Record 2
This record from the Open Molecules 2025 dataset describes C11H15S3 as an isolated structure at a distorted geometry. The level of theory is wB97M-V/def2-TZVPD.

Structure (ORCA input):
```
! RIJCOSX wB97M-V def2-TZVPD def2/J DEFGRID3
* xyz 1 1
C -2.015 -1.970 1.282
S -0.677 -0.747 1.360
C 0.730 -1.882 1.223
H -2.986 -1.494 1.434
H -2.013 -2.565 0.365
H -1.835 -2.617 2.146
H 1.649 -1.298 1.225
H 0.653 -2.525 2.098
H 0.636 -2.447 0.282
C 2.774 2.604 1.042
C 1.447 2.984 1.185
C 0.429 2.176 0.664
C 0.742 1.004 -0.014
C -0.413 0.019 -0.273
S -0.093 -1.254 -1.475
C -1.354 -0.799 -2.696
C -2.543 -0.233 -1.954
S -2.069 0.753 -0.510
C 2.080 0.670 -0.232
C 3.102 1.463 0.315
H 3.558 3.202 1.501
H 1.171 3.893 1.713
H -0.623 2.462 0.779
H -0.911 -0.076 -3.387
H -1.598 -1.717 -3.242
H -3.089 0.474 -2.588
H -3.223 -1.026 -1.606
H 2.329 -0.226 -0.818
H 4.143 1.172 0.180
*
```

Results
LUMO: -2.950 eV
calculated total energy: -44149.1054 eV
largest force on an atom: 0.029 Eh/bohr
HOMO energy: -12.72 eV

=====

Record 3
This record from the Open Molecules 2025 dataset describes C4H9Cl6OY as an isolated structure at a distorted geometry. The level of theory is wB97M-V/def2-TZVPD.

Structure (ORCA input):
```
! RIJCOSX wB97M-V def2-TZVPD def2/J DEFGRID3
* xyz 3 2
Y 2.629 0.322 -0.829
C -1.019 -0.102 -0.693
O 0.297 0.324 -0.929
H -1.203 -1.155 -0.906
H -1.191 0.027 0.375
H -1.797 0.461 -1.210
C -1.883 3.706 0.501
Cl -1.402 4.573 2.040
Cl -3.539 3.171 0.546
H -1.649 4.309 -0.377
H -1.174 2.882 0.575
C 1.190 -0.613 2.731
Cl 1.287 1.168 2.421
Cl 2.239 -1.455 1.486
H 1.642 -0.746 3.713
H 0.167 -0.989 2.757
C 0.955 -3.217 -2.532
Cl 2.233 -2.004 -2.748
Cl 1.235 -4.198 -1.084
H 0.024 -2.670 -2.381
H 0.960 -3.794 -3.456
*
```

Results
LUMO (spin up / spin down): -12.205 / -15.595 eV
calculated total energy: -82484.7973 eV
ΔE to the lowest compared entry with this formula, charge and spin: 0.0 kJ/mol
largest force on an atom: 0.122 Eh/bohr
HOMO energy (spin up / spin down): -19.62 / -19.62 eV

=====

Record 4
This record from the Open Molecules 2025 dataset describes a 2-piece molecular cluster, C7H11O3S overall at a distorted geometry. The level of theory is wB97M-V/def2-TZVPD.

Structure (ORCA input):
```
! RIJCOSX wB97M-V def2-TZVPD def2/J DEFGRID3
* xyz -1 1
C 2.309 -2.456 1.091
C -1.913 -1.016 0.468
C 2.039 -1.523 0.099
C -1.721 0.456 0.105
C 1.822 -0.231 0.651
C -2.159 1.029 -0.971
C 1.307 0.836 0.026
O -1.340 3.474 0.126
O -0.412 2.536 -2.017
O 1.189 0.874 -1.371
S -1.711 2.876 -1.227
H 2.372 -3.461 0.714
H 2.408 -2.251 2.160
H -2.517 -1.588 -0.298
H -0.937 -1.469 0.399
H 1.945 -1.869 -0.891
H -0.957 0.977 0.806
H 1.862 -0.092 1.728
H -2.597 -1.058 1.389
H -2.731 0.478 -1.811
H 1.054 1.757 0.512
H 0.688 1.722 -1.687
*
```

Results
LUMO: 3.650 eV
calculated total energy: -24413.3765 eV
ΔE to the lowest compared entry with this formula, charge and spin: 176.0 kJ/mol
largest force on an atom: 0.101 Eh/bohr
HOMO energy: -4.21 eV

=====

Record 5
This record from the Open Molecules 2025 dataset describes C3H4N2O in the gas phase at a distorted geometry. The level of theory is wB97M-V/def2-TZVPD.

Structure (ORCA input):
```
! RIJCOSX wB97M-V def2-TZVPD def2/J DEFGRID3
* xyz 0 1
N 2.391 -0.121 0.015
C 1.138 -0.118 0.137
O 0.380 0.654 -0.690
C -1.026 0.658 -0.554
C -1.544 -0.446 0.275
N -1.866 -1.327 0.948
H 2.777 -0.779 0.690
H 0.562 -0.706 0.857
H -1.455 0.575 -1.557
H -1.356 1.609 -0.122
*
```

Results
LUMO: 0.681 eV
calculated total energy: -8202.0714 eV
ΔE to the lowest compared entry with this formula, charge and spin: 175.0 kJ/mol
largest force on an atom: 0.019 Eh/bohr
HOMO energy: -10.66 eV
structure (SMILES): [H]/N=C/OCC#N

=====

Record 6
This record from the Open Molecules 2025 dataset describes C6H22CrN8O6 as an isolated structure at a distorted geometry. The level of theory is wB97M-V/def2-TZVPD.

Structure (ORCA input):
```
! RIJCOSX wB97M-V def2-TZVPD def2/J DEFGRID3
* xyz -1 6
Cr -0.673 -0.500 0.161
C -3.134 -2.817 -0.420
O -1.936 -2.245 0.017
H -2.983 -3.197 -1.431
H -3.389 -3.699 0.168
H -4.006 -2.168 -0.335
C -2.694 2.018 1.675
O -2.026 0.949 1.016
H -2.663 1.812 2.745
H -1.982 2.834 1.547
H -3.733 2.098 1.358
C 1.181 2.262 -0.149
O 0.929 1.127 0.031
N 2.214 2.654 -0.807
N 0.554 3.276 0.340
H 2.771 1.868 -1.108
H 2.368 3.624 -1.040
H -0.220 3.002 0.929
H 0.725 4.271 0.304
C 2.094 -2.136 -0.862
O 0.922 -1.859 -0.624
N 2.470 -3.117 -1.652
N 3.081 -1.425 -0.463
H 3.445 -3.221 -1.893
H 1.795 -3.824 -1.908
H 3.994 -1.709 -0.790
H 2.922 -0.564 0.039
C 1.111 -1.097 2.971
O 0.388 -1.045 1.987
N 1.163 -0.340 4.105
N 2.242 -1.814 2.914
H 1.949 -0.407 4.735
H 0.703 0.559 4.099
H 2.619 -1.964 3.839
H 2.523 -2.396 2.138
C -1.510 0.939 -2.635
O -0.849 0.273 -1.852
N -2.329 1.851 -2.247
N -1.601 0.618 -3.923
H -2.318 2.048 -1.257
H -2.843 2.315 -2.983
H -2.419 1.025 -4.353
H -0.853 0.120 -4.385
*
```

Results
LUMO (spin up / spin down): 2.764 / 2.782 eV
calculated total energy: -59205.9475 eV
largest force on an atom: 0.124 Eh/bohr
HOMO energy (spin up / spin down): 0.46 / -3.50 eV

=====

Record 7
This record from the Open Molecules 2025 dataset describes C23H29N3O2S2 in the gas phase. The level of theory is wB97M-V/def2-TZVPD.

Structure (ORCA input):
```
! RIJCOSX wB97M-V def2-TZVPD def2/J DEFGRID3
* xyz 0 1
C 2.387 3.895 -2.043
H 2.167 3.964 -3.106
C 2.071 2.494 -1.532
C 2.277 2.347 -0.025
C 3.743 2.349 0.379
H 3.853 2.313 1.461
H 4.248 3.237 0.002
S 4.672 0.922 -0.297
C 4.909 -0.100 1.197
C 3.682 -0.887 1.637
H 3.926 -1.378 2.582
H 2.842 -0.213 1.816
C 3.265 -1.953 0.624
N 2.468 -1.394 -0.443
C 1.379 -2.020 -0.930
O 1.009 -3.100 -0.507
C 0.667 -1.221 -2.013
H 1.391 -0.988 -2.797
H 0.355 -0.271 -1.573
C -0.537 -1.923 -2.645
H -1.017 -1.228 -3.336
C -1.577 -2.425 -1.637
N -2.018 -1.374 -0.728
C -3.056 -0.592 -1.138
O -3.594 -0.760 -2.215
C -3.570 0.437 -0.186
C -2.771 1.435 0.358
C -3.319 2.445 1.132
C -4.680 2.456 1.379
C -5.489 1.464 0.849
C -4.939 0.470 0.061
H -5.562 -0.291 -0.385
H -6.551 1.472 1.039
H -5.108 3.242 1.983
H -2.674 3.212 1.531
S -1.009 1.430 0.077
C -0.748 -0.105 0.952
N 0.025 -0.035 2.013
C 0.207 -1.120 2.743
C -0.419 -2.321 2.457
C -1.201 -2.403 1.319
C -1.360 -1.281 0.506
H -1.676 -3.333 1.049
H -0.285 -3.181 3.095
H 0.870 -1.007 3.590
H -2.454 -2.781 -2.184
H -1.141 -3.236 -1.057
H -0.195 -2.791 -3.211
H 2.811 -0.536 -0.855
H 4.158 -2.441 0.213
H 2.646 -2.718 1.100
H 5.251 0.567 1.989
H 5.723 -0.778 0.937
H 1.777 3.172 0.489
H 1.808 1.422 0.318
H 1.029 2.265 -1.762
H 2.702 1.770 -2.054
H 3.437 4.138 -1.902
H 1.786 4.635 -1.520
*
```

Results
LUMO: 0.638 eV
calculated total energy: -54559.1753 eV
ΔE to the lowest compared entry with this formula, charge and spin: 0.0 kJ/mol
largest force on an atom: 0.016 Eh/bohr
HOMO energy: -8.81 eV
structure (SMILES): CCCCSCCCNC(=O)CCCN1C(=O)c2ccccc2Sc2ncccc21

=====

Record 8
This record from the Open Molecules 2025 dataset describes C10H8N2O in the gas phase at a distorted geometry. The level of theory is wB97M-V/def2-TZVPD.

Structure (ORCA input):
```
! RIJCOSX wB97M-V def2-TZVPD def2/J DEFGRID3
* xyz 0 1
C 3.107 0.312 -0.293
C 1.860 2.067 0.081
C 1.877 -0.222 0.003
C -1.275 -2.078 0.213
C -2.257 -1.159 -0.080
C 1.393 -1.610 0.186
C 0.056 -1.835 0.132
C -0.198 0.625 0.479
C -2.041 0.198 -0.633
C -1.453 1.236 0.384
N 3.046 1.723 -0.293
N 1.047 0.835 0.265
O 2.189 -2.543 0.310
H 3.928 -0.117 -0.641
H 1.426 3.024 0.259
H -1.576 -2.998 0.549
H -3.261 -1.467 0.288
H -1.296 0.114 -1.484
H -3.017 0.564 -1.111
H -2.173 1.077 1.229
H -1.383 2.256 0.155
*
```

Results
LUMO (spin up / spin down): -0.920 / -0.920 eV
calculated total energy: -15519.2915 eV
ΔE to the lowest compared entry with this formula, charge and spin: 748.9 kJ/mol
largest force on an atom: 0.096 Eh/bohr
HOMO energy (spin up / spin down): -7.44 / -7.44 eV

=====

Record 9
This record from the Open Molecules 2025 dataset describes C2H6N4S in the gas phase at a distorted geometry. The level of theory is wB97M-V/def2-TZVPD.

Structure (ORCA input):
```
! RIJCOSX wB97M-V def2-TZVPD def2/J DEFGRID3
* xyz 0 1
C 0.881 0.305 0.026
C -2.409 -0.096 -0.052
H 1.473 1.749 -1.296
H -0.134 1.906 -0.678
H -0.115 -0.963 1.272
H -1.713 1.024 1.536
H -3.418 0.332 0.144
H -1.306 -1.353 -0.926
N 0.731 1.425 -0.678
N -0.179 -0.050 0.813
N -1.411 0.556 0.698
N -2.274 -1.053 -0.861
S 2.270 -0.631 0.019
*
```

Results
LUMO: 0.605 eV
calculated total energy: -18966.4477 eV
ΔE to the lowest compared entry with this formula, charge and spin: 57.7 kJ/mol
largest force on an atom: 0.021 Eh/bohr
HOMO energy: -8.48 eV
structure (SMILES): [H]/N=C\NNC(N)=S